# 1
Here is a single C15H10F3NO3S molecule from the Open Molecules 2025 dataset. Energies are from the ωB97M-V functional and the def2-TZVPD basis.

Its lowest unoccupied orbital energy is 0.25 eV.

Geometry (Å):
C 3.22 0.90 -3.07
H -1.39 -4.37 1.11
N 1.07 6.04 2.31
C 0.22 -3.00 1.01
H -3.11 -2.63 0.78
C 0.35 3.72 2.99
O 0.14 1.22 -2.17
H 3.70 1.50 -2.24
H -2.62 -0.28 0.96
C -0.09 3.24 4.40
C -1.75 -0.96 0.87
H 2.53 1.60 -3.55
C 0.64 1.53 -0.06
H 1.47 -1.44 1.01
H 3.17 -1.18 -2.26
C -0.44 -0.57 0.96
H 4.00 0.62 -3.80
C 0.29 2.74 2.01
C 2.52 -0.36 -2.50
F -0.55 4.28 5.18
C -2.06 -2.36 0.84
C 0.84 5.03 2.75
C -1.14 -3.35 1.00
H 1.76 -0.73 -3.18
O 1.86 -0.02 -1.34
F -1.26 2.48 4.29
S 0.88 3.21 0.39
F 0.94 2.65 4.96
H 1.00 -3.79 1.12
C -0.03 0.86 0.95
O -0.13 1.48 2.10
C 0.98 0.99 -1.34
C 0.46 -1.60 0.99

=====

# 2
Here is 2 unconnected molecules or ions with the total composition C29H51Si4 from the Open Molecules 2025 dataset. Energies are from the ωB97M-V functional and the def2-TZVPD basis.

The net charge is +1. Its lowest unoccupied orbital energy is -2.97 eV.

Geometry (Å):
H -3.27 -4.06 -0.23
H 4.11 6.43 1.69
H 0.80 6.84 0.38
H -4.02 -1.21 1.78
H -0.97 -0.54 -0.83
C -4.08 3.52 -1.96
H -3.58 -2.70 2.66
C -0.50 -3.16 1.45
C 1.70 -3.11 5.37
H -0.72 4.98 -0.27
C 2.51 -3.16 -0.07
C -7.70 3.13 -3.01
Si 2.87 -2.29 -1.73
C 2.08 -1.74 2.61
H -5.86 4.73 -1.83
H -2.58 -0.04 -0.27
H 2.51 -5.05 1.79
C 3.98 -3.58 -2.53
H 0.61 -3.02 5.26
H -0.08 1.69 0.11
C -1.62 -0.49 0.05
H 2.39 -5.34 3.51
H -8.33 2.40 -2.48
H -7.97 3.09 -4.07
H -0.71 -3.22 2.54
H -2.12 -3.35 -1.39
H 3.88 -0.30 -2.72
H 0.89 -2.88 -3.13
H 4.96 -3.39 3.01
C 1.38 -1.95 -2.83
C 1.97 -4.72 2.68
Si 2.57 -3.21 3.72
C -6.25 2.84 -2.79
H 4.77 -0.72 -1.24
H -3.46 4.23 -1.41
H 2.05 -2.22 5.92
H -6.34 0.92 -3.76
H 1.76 -1.44 -3.73
H 2.98 7.63 0.98
C -2.83 -3.12 -0.58
H 2.93 -1.19 2.20
C -3.51 2.30 -2.41
C -5.43 3.78 -2.16
H 2.61 2.26 -0.24
H 0.45 1.73 -1.54
C 3.77 -0.64 -1.68
H 4.31 -3.24 -3.52
H 3.20 0.12 -1.13
H -3.63 -2.49 -1.01
H -2.71 -1.18 2.97
C -4.34 1.38 -3.09
C 0.86 3.51 -0.38
H 4.21 6.85 -0.03
H 0.65 -1.29 -2.34
C 1.20 5.84 0.21
H 3.52 -3.15 0.41
H -1.61 1.27 -2.75
H -3.91 0.42 -3.41
C 2.22 3.27 -0.15
H 4.69 -4.24 4.55
H 4.12 4.12 0.45
H 1.32 -1.06 3.03
C 4.43 -3.35 3.97
C -1.44 2.63 -1.13
C -3.18 -1.79 2.19
H 1.90 -3.99 6.00
Si 1.36 -2.93 1.39
H 0.90 -5.00 2.63
C 2.55 5.59 0.43
H 4.87 -3.76 -1.92
C 3.51 6.69 0.80
H -0.68 -4.18 1.05
H -1.17 0.19 0.79
H -7.94 4.12 -2.62
H 2.35 -4.21 -0.39
H -1.97 3.30 -0.43
C -5.69 1.64 -3.26
C 3.06 4.30 0.25
H 4.80 -2.47 4.52
C -0.02 2.33 -0.73
Si -1.98 -2.16 0.79
H 3.45 -4.53 -2.64
C -2.11 2.02 -2.13
C 0.35 4.80 -0.17

=====

# 3
Here is 14 unconnected molecules or ions with the total composition C78H139F5O24 from the Open Molecules 2025 dataset. Energies are from the ωB97M-V functional and the def2-TZVPD basis.

Its lowest unoccupied orbital energy is 0.49 eV.

Geometry (Å):
H 2.97 1.50 1.44
C 0.00 4.43 -6.25
C -0.41 -7.53 -5.43
H -2.59 9.09 2.42
C -4.13 2.55 2.10
H -0.01 -0.75 -7.05
O 3.32 -0.24 2.50
H -2.90 6.41 4.81
H 4.84 0.97 2.78
H -1.62 -3.24 0.79
H -2.18 6.18 -2.78
H -0.87 -3.57 -5.95
C -4.75 -5.19 3.23
H -2.62 -1.59 5.12
H 1.80 -3.74 4.90
H 1.30 -2.41 -9.87
H -0.75 -1.18 0.89
H 4.61 6.32 -3.94
H 4.69 -0.73 4.46
C -3.29 -5.27 -4.92
O -2.04 7.29 3.15
H 0.15 -2.26 8.10
O 0.88 0.57 -5.03
H 0.05 -3.70 -2.12
H -3.80 -6.49 -2.74
C 0.88 2.99 -4.52
O -2.45 -4.16 -0.83
H 0.96 -6.34 0.48
H -0.48 3.28 -0.14
C -0.80 -5.67 3.84
O 5.17 -2.36 3.43
H 2.90 6.21 3.28
H -3.41 -4.54 -5.70
H -4.78 1.31 0.45
H 4.18 5.78 -1.40
C 5.73 -2.83 2.24
H 4.14 7.18 2.29
H 4.40 -0.92 -0.45
H 5.94 -3.89 2.33
H -2.51 -0.52 0.92
C 4.66 -0.04 2.50
O 0.54 -2.53 -8.01
C -7.16 -4.91 1.93
H -1.13 -5.92 7.19
H -0.03 5.81 -0.64
O -2.09 -1.62 3.08
C -0.63 0.80 6.86
C 2.49 0.52 1.56
O 1.19 -3.57 0.56
H 1.47 0.52 1.89
C 4.98 4.69 2.07
H -6.84 -2.86 1.86
H 0.20 -1.13 -9.46
C -3.73 -1.01 -1.74
C 0.82 -5.70 -0.38
H -0.11 4.38 -7.33
H -3.57 8.50 3.81
H -1.25 -6.02 2.86
H -2.09 0.30 -3.41
C 1.16 -0.17 5.62
H -0.79 -6.63 -5.95
H 0.37 1.84 5.27
H -4.07 3.42 1.44
H 5.73 5.50 2.32
C 2.11 6.99 1.32
H -0.61 0.37 -0.98
C -0.94 1.26 -0.44
O 1.04 -6.41 -1.58
H 0.57 -4.50 2.69
C 6.15 -0.35 -1.46
H 1.24 6.36 1.50
C 0.99 3.16 3.41
C -5.60 -6.29 2.99
C -0.71 -0.35 7.61
H -3.08 4.63 -4.20
C 0.85 -4.32 4.93
O -0.18 -1.70 -2.57
C 3.50 7.62 -0.48
C -1.43 -0.38 1.28
O -0.15 3.18 -5.60
H 2.17 -0.44 -6.09
C -1.31 -6.10 5.05
H -0.71 5.26 -5.87
C 0.34 -4.79 6.16
H 2.47 2.94 5.90
H 3.52 4.94 -3.43
H 5.08 -0.17 1.50
C -0.78 -5.62 6.22
O 3.19 6.95 -2.84
C -1.08 5.81 -0.35
H -0.84 -7.26 -1.58
C -3.20 -5.58 -2.63
C -2.88 4.26 -3.16
C 3.62 6.00 -3.80
H -2.97 2.29 -4.91
F 0.98 -4.56 7.34
H -2.20 -6.75 5.08
O -0.90 0.92 0.95
C 4.81 -0.10 -1.10
H -7.31 -7.09 2.03
H -1.21 -1.91 -5.26
C -3.49 -4.98 -1.21
O 3.75 5.25 1.60
H -4.46 -4.49 -1.22
H 1.62 -1.01 -3.31
H -3.87 -5.27 3.85
H -1.16 5.55 0.67
H 1.88 -2.06 6.39
H 0.99 4.86 -6.01
H -0.57 5.73 4.68
H -3.23 5.67 3.14
H -3.82 4.35 -2.59
C -0.45 -2.55 -5.87
H -0.42 -0.44 3.27
O 1.34 2.26 -0.53
O 1.12 3.93 4.65
H -4.31 2.37 -3.71
H -2.70 -1.41 -1.69
C -6.43 -3.80 2.20
H -3.85 1.63 5.30
H 1.61 -1.99 -1.77
H -1.16 2.76 3.71
H 3.10 6.26 -4.74
C 0.38 -2.22 -9.37
F -4.99 -0.89 1.72
C -3.88 2.57 3.45
H -3.27 -2.97 0.63
H -0.52 2.82 1.98
H -0.99 -2.38 4.71
H 1.37 -8.40 -3.42
H 2.88 0.48 -4.70
O -3.50 -4.63 -3.66
H 4.90 4.04 2.97
C -0.09 2.50 -0.75
H 0.46 -8.28 -0.99
C -3.16 0.60 -3.48
C 0.28 -4.79 3.73
H -4.28 -1.64 -2.44
O 2.35 6.96 -0.05
H -4.67 -3.02 3.17
C -6.77 -6.20 2.27
H 5.15 -2.71 1.31
C 1.14 -1.21 -2.36
H 2.50 4.74 5.88
C 0.33 0.96 5.88
H -3.50 -5.82 -0.49
C 0.19 -1.36 7.47
H 3.09 1.19 -1.47
C 1.75 -4.55 -0.26
C -4.68 0.25 2.36
H 1.35 1.43 -3.17
H -1.46 6.85 -0.40
H -8.09 -4.72 1.43
H -2.12 -5.79 -2.73
C -5.17 -3.93 2.80
C -2.53 -3.75 0.48
C 2.03 3.48 -0.58
H 6.28 -0.63 3.83
H 1.61 3.70 2.70
C 1.17 -1.24 6.47
C 4.76 1.84 -2.38
C 0.69 1.57 -4.08
H 1.38 2.13 3.44
C -4.57 1.36 1.54
C -3.07 8.22 2.87
C 4.04 6.84 -1.68
H -2.69 -3.10 4.34
H 6.66 2.47 -3.12
H 3.26 8.65 -0.69
H 2.74 -3.16 1.84
H 3.13 3.33 -0.58
H 7.84 0.60 -2.44
H -3.40 3.40 4.05
H -0.17 2.83 -1.76
C 0.75 -3.49 -4.14
H 0.62 3.64 -3.69
H 1.97 -4.21 -1.24
H 5.43 4.09 1.25
F -5.20 -7.50 3.48
H 2.75 -2.15 0.37
H -4.14 -0.92 -0.71
H -2.02 1.50 -0.73
H -1.23 -3.24 -3.19
H 1.59 -1.89 1.69
H 4.29 7.60 0.31
C -1.34 5.19 4.09
C -2.49 6.13 3.83
C -0.37 -1.84 -7.17
C 6.79 0.63 -2.18
C 6.12 1.69 -2.69
H 1.89 -0.09 4.85
H -1.11 -8.31 -5.55
H 1.82 4.21 0.23
F -1.50 1.81 7.17
H -1.99 0.40 3.11
H -1.49 -0.45 8.36
H 3.23 3.85 4.53
C -0.48 3.25 2.97
C -0.19 -3.04 -2.93
H -0.37 1.40 -3.83
O -2.45 2.92 -3.09
H -1.37 -1.69 -7.63
C 4.12 0.92 -1.64
H -0.53 -2.75 -9.70
H -0.25 -9.07 -3.16
H -4.64 -0.63 4.38
C 2.15 0.51 -5.56
C 0.20 -7.51 -1.72
C -2.03 -2.18 4.37
O -0.88 4.59 2.86
C -3.29 2.06 -3.85
H 5.04 7.26 -1.87
C -1.40 -0.45 2.78
H 2.47 0.02 0.58
H 1.81 -3.52 -3.91
H -0.12 -5.27 -0.39
H -4.00 -6.07 -5.19
F 4.06 2.86 -2.84
O -1.96 4.98 -1.09
H -1.62 4.41 4.80
C 2.39 3.84 5.26
H 1.72 3.93 -1.48
O 0.76 -2.54 -5.19
C 5.27 -0.95 3.59
C -4.49 0.24 3.76
H 6.74 -1.21 -1.11
H 6.66 -2.34 2.08
H 1.78 7.99 1.66
H 0.55 -7.76 -5.98
H -3.57 0.05 -4.33
C 0.30 -8.16 -3.13
H 1.93 3.16 -4.96
O -3.84 0.32 -2.28
H 2.78 -4.65 0.13
H -2.69 -4.62 1.19
C 3.29 6.43 2.23
H 2.37 1.29 -6.28
H 0.53 -4.52 -4.48
H -2.30 -5.70 -4.82
H 1.00 -0.32 -1.78
H -3.82 7.84 2.20
C 2.08 -2.68 1.13
C -4.07 1.48 4.26
O -0.13 -7.16 -4.06
H -0.87 4.86 -2.92
C -1.89 5.15 -2.50

=====

# 4
Here is 2 unconnected molecules or ions with the total composition C9H14O from the Open Molecules 2025 dataset. Energies are from the ωB97M-V functional and the def2-TZVPD basis.

Its lowest unoccupied orbital energy is 0.81 eV.

Geometry (Å):
C 2.45 0.61 0.55
H -0.94 2.16 0.08
H 2.65 0.07 -2.44
H 3.28 -0.12 0.68
H 0.30 1.79 3.67
C 0.76 1.39 -0.94
H -1.02 2.56 2.74
C -1.77 -1.65 -1.59
C 1.74 0.87 1.64
H -2.70 -1.14 -1.82
C 0.02 1.70 0.15
H -1.35 -3.61 -0.58
H 0.41 1.55 -1.89
H -1.34 -0.93 -0.78
C 0.49 1.53 1.48
H 2.04 0.57 2.60
C -0.41 1.73 2.75
C 1.97 0.81 -0.72
H -2.26 -3.59 -2.17
O 2.81 0.76 -1.80
C -2.02 -3.13 -1.24
H -1.09 0.85 2.67
H -2.94 -3.25 -0.68
H -1.08 -1.52 -2.35

=====

# 5
Here is a molecular structure, CrH10O9P from the Open Molecules 2025 dataset. Energies are from the ωB97M-V functional and the def2-TZVPD basis.

The net charge is -1. Its lowest unoccupied orbital energy (spin up / spin down) is 2.07 / 2.00 eV. As for the spin multiplicity: 5. The expectation value of S² is 6.03.

Geometry (Å):
O -0.30 0.54 -1.57
H 0.13 0.78 -2.39
H 0.57 2.68 0.05
H -3.49 1.28 -0.79
H -2.50 0.22 -0.35
H 1.51 -1.81 -1.74
H -1.23 0.54 -1.78
P -1.17 -1.62 1.29
H 3.09 0.13 0.72
O 1.78 -1.09 -1.16
H 2.71 -0.97 -1.35
Cr 0.41 -0.24 0.18
O -2.22 -2.57 1.98
O 0.15 -1.19 1.92
O 0.34 1.93 0.60
O 2.24 0.17 1.16
H 2.43 0.57 2.01
O -1.49 -0.20 0.74
H 0.27 2.30 1.48
O -0.37 -2.08 0.12
O -2.87 0.64 -1.13

=====

# 6
Here is 2 unconnected molecules or ions with the total composition C4H10N2O from the Open Molecules 2025 dataset. Energies are from the ωB97M-V functional and the def2-TZVPD basis.

Its lowest unoccupied orbital energy is 0.93 eV.

Geometry (Å):
H -1.24 0.84 0.03
H 1.47 3.51 -0.39
C -1.14 1.44 -0.91
C 0.17 -2.84 0.00
H 0.00 -2.89 -1.08
H 1.46 -1.17 -0.30
N 0.21 2.01 -1.01
N 0.80 -1.58 0.34
C 0.42 3.12 -0.39
H 1.25 -0.07 1.71
H 0.79 -3.75 0.13
H -1.26 0.76 -1.76
C 0.56 -0.99 1.55
H -1.95 2.25 -0.87
H -0.38 3.66 0.15
H -0.81 -2.94 0.51
O -0.34 -1.37 2.30